This record from OMol25 describes C20H32BN3O5PRh as an isolated structure in a non-equilibrium geometry. The level of theory is the ωB97M-V functional and the def2-TZVPD basis.

Structure (XYZ):
```
63
Properties=species:S:1:pos:R:3:forces:R:3
H 4.220 -0.443 0.186 0.0634 -0.0472 0.0503
P 0.065 -3.393 1.148 1.0136 -1.1387 0.3289
C -3.870 0.857 -0.724 2.6445 -0.1405 -1.8990
C -0.567 3.790 1.976 0.0657 -0.0763 0.2312
H 3.494 1.157 0.112 0.0444 0.1541 0.0473
H 1.258 -5.093 -0.126 0.1152 -0.1054 -0.0126
O 1.634 -0.593 -0.421 0.4375 -0.3341 0.2220
H 0.766 -3.701 -1.128 0.0874 0.0487 -0.0640
C -4.093 0.486 0.593 -0.8056 -0.4124 2.3468
H -1.095 4.733 1.927 0.0189 0.0315 0.0235
H 1.366 0.446 2.133 0.0370 -0.0377 -0.1164
N 1.648 5.785 3.765 0.1128 0.2454 0.1225
H -0.685 -4.107 3.317 -0.0252 0.0203 0.1107
O -3.033 -0.509 2.415 -1.1023 0.5793 -1.4246
C -0.421 1.433 1.440 -0.4159 0.4011 -1.8588
C 0.467 -4.380 -0.335 -0.2505 0.3892 0.4786
C -1.096 2.659 1.390 0.0275 -0.1465 0.1112
O -0.940 -2.344 0.849 -0.4287 1.0427 0.0116
H 2.369 -2.082 -2.442 -0.0465 -0.0847 -0.1253
H 3.982 -1.379 -2.669 0.1099 -0.0632 -0.1161
O -2.470 0.547 -2.588 0.1449 0.6077 -0.2389
C 2.026 0.727 -2.337 0.3635 0.2855 -0.1775
C 1.645 -2.784 1.828 -0.6441 -0.1268 -0.2999
H 1.681 1.103 -4.407 0.0158 0.0965 -0.0972
C 0.661 3.713 2.637 -0.2990 -0.8012 -0.4574
C 2.222 0.373 -3.811 -0.1563 0.1033 0.3770
C 3.849 0.326 -0.489 -0.4230 -0.1151 -0.1385
C 2.705 -0.263 -1.317 0.3813 -0.2239 -0.2308
H 3.580 -2.212 -1.163 0.0326 -0.0911 0.0396
H 2.037 -2.036 1.144 0.0358 0.0499 -0.0427
N -2.602 0.629 -1.200 -1.4830 0.2760 1.6288
H -6.041 1.378 0.878 -0.0516 0.0338 -0.0109
H -3.031 -0.177 -2.913 0.1743 0.0862 0.4372
H 3.275 0.394 -4.087 0.0738 0.0202 -0.0552
H 1.782 2.817 -2.740 -0.0219 0.0267 -0.1017
H 4.668 0.653 -1.125 0.0891 0.0606 -0.0397
C 3.191 -1.569 -1.951 -0.2208 0.2929 0.1638
B 0.452 -0.052 -0.872 -0.3927 1.0205 1.3417
H -1.451 -5.058 2.037 -0.0697 -0.0299 -0.0388
C -5.352 0.707 1.382 0.1869 -0.0267 -0.1800
C 1.352 2.500 2.686 -0.2509 0.2422 0.1829
H 1.450 -2.320 2.792 -0.0260 0.0322 0.1158
N -3.068 -0.148 1.205 -0.1998 0.4157 1.3711
H -5.535 0.801 -2.109 -0.0122 -0.0070 0.0332
C -0.515 -4.620 2.374 0.1301 0.5219 -0.4638
H 0.232 -5.399 2.504 0.0587 -0.0662 0.0370
H -5.852 -0.248 1.549 -0.0886 0.0082 0.0893
O 0.630 0.626 -2.030 -0.0609 0.1527 -0.8498
H 1.805 -0.602 -4.037 0.0192 -0.1691 -0.0291
C -4.868 1.520 -1.627 0.0604 -0.2210 -0.0114
H -5.094 1.117 2.359 -0.0577 0.0009 0.0387
H -2.048 2.737 0.876 0.0728 -0.0640 -0.0615
H -0.436 -4.908 -0.641 0.0208 -0.0111 -0.0209
C 0.811 1.375 2.095 -0.2313 -0.5068 -0.1136
H 3.450 2.384 -2.332 0.1085 0.0362 -0.0008
H -4.329 2.063 -2.402 -0.0328 -0.0775 -0.0117
C 2.404 2.193 -2.104 -0.1659 -0.3167 -0.0013
C 1.205 4.857 3.254 0.3276 0.6159 0.3095
H -5.485 2.226 -1.076 -0.0312 -0.0734 0.1336
H 2.195 2.471 -1.075 0.0430 0.0777 0.1393
Rh -1.257 -0.013 0.287 0.8009 -2.3116 -1.2793
H 2.348 -3.602 1.949 0.0784 -0.1361 0.0414
H 2.309 2.452 3.191 -0.0019 -0.0139 0.0042
```
Positions in Å, forces in eV/Å.

energy above the lowest of the compared OMol25 structures with the same formula, charge and spin	251.9	kJ/mol
charge	0
E_LUMO (spin up / spin down)	-0.685 / -0.684	eV
gap between HOMO and LUMO (spin up / spin down)	6.82 / 6.82	eV